Here is a 3-piece molecular cluster, C30H46F7N4O8 overall from the Open Molecules 2025 dataset. Energies are from ωB97M-V/def2-TZVPD.

Charge ... +1
E_LUMO ... -5.2540 eV
DFT total energy ... -2690.1516 Ha

Positions of all 95 atoms, in Å:
1 C 4.30 -2.93 0.99
2 O 3.47 -3.58 1.98
3 C 2.54 -2.67 2.62
4 C 1.02 -2.77 2.09
5 C 0.86 -3.12 0.53
6 C 0.23 -1.89 -0.30
7 C 1.26 -0.63 -0.42
8 C 2.06 -0.57 -1.81
9 C 1.85 0.82 -2.63
10 C 2.12 2.05 -1.65
11 C 3.51 2.58 -1.15
12 C 4.79 1.74 -1.72
13 C 4.93 1.83 -3.31
14 N 5.20 0.69 -3.94
15 N 3.86 3.64 -0.29
16 N 2.86 4.33 0.24
17 C 1.51 4.00 -0.06
18 C 0.39 4.91 0.71
19 O -0.54 5.51 0.13
20 N 0.53 4.92 2.21
21 C -0.53 4.13 2.85
22 O -1.51 4.65 3.46
23 F -0.47 2.69 2.88
24 C 0.94 2.91 -1.00
25 C -0.62 2.65 -1.31
26 C -1.45 2.01 -0.08
27 C -2.46 0.89 -0.68
28 C -3.96 0.98 -0.04
29 C -4.60 -0.51 -0.21
30 O -5.08 -0.70 -1.58
31 C -4.23 -1.62 -2.32
32 H 5.43 -3.19 1.10
33 H 3.99 -3.37 -0.04
34 H 4.16 -1.80 0.91
35 H 2.52 -2.98 3.74
36 H 2.87 -1.57 2.61
37 H 0.40 -1.83 2.37
38 H 0.53 -3.64 2.69
39 H 0.08 -3.98 0.47
40 H 1.81 -3.53 0.03
41 H -0.66 -1.51 0.35
42 H -0.22 -2.18 -1.31
43 H 2.03 -0.75 0.44
44 H 0.65 0.30 -0.16
45 H 3.17 -0.71 -1.59
46 H 1.75 -1.47 -2.47
47 H 2.45 0.85 -3.62
48 H 0.74 0.82 -2.95
49 H 5.78 2.17 -1.28
50 H 4.76 0.64 -1.34
51 H 4.78 2.77 -3.95
52 H 5.25 0.84 -4.96
53 H 3.10 5.10 0.91
54 H 0.53 5.90 2.56
55 H -1.08 3.70 -1.51
56 H -0.80 2.05 -2.27
57 H -2.09 2.83 0.43
58 H -0.81 1.52 0.73
59 H -2.62 1.00 -1.83
60 H -2.06 -0.18 -0.54
61 H -3.96 1.34 1.05
62 H -4.63 1.66 -0.71
63 H -5.52 -0.65 0.48
64 H -3.82 -1.29 0.10
65 H -3.35 -1.08 -2.84
66 H -4.85 -2.09 -3.18
67 H -3.83 -2.50 -1.70
68 C -6.04 3.45 -5.45
69 C -4.95 4.19 -4.70
70 O -3.79 3.36 -4.51
71 C -3.01 3.18 -5.59
72 O -3.22 3.67 -6.67
73 C -1.80 2.31 -5.25
74 F -2.15 1.18 -4.59
75 F -0.92 2.96 -4.46
76 F -1.12 1.92 -6.34
77 H -6.29 2.52 -4.94
78 H -6.93 4.07 -5.53
79 H -5.71 3.19 -6.46
80 H -5.31 4.46 -3.70
81 H -4.67 5.13 -5.19
82 C 2.75 -6.73 7.02
83 C 2.40 -5.34 7.53
84 O 1.46 -4.69 6.66
85 C 0.18 -5.12 6.75
86 O -0.20 -5.98 7.50
87 C -0.72 -4.33 5.80
88 F -0.22 -4.26 4.55
89 F -0.90 -3.05 6.22
90 F -1.95 -4.86 5.69
91 H 3.12 -6.67 6.00
92 H 3.51 -7.19 7.65
93 H 1.87 -7.38 7.01
94 H 3.30 -4.72 7.55
95 H 2.01 -5.37 8.56